Record 1
Formula: C24H10Cl2F5IrN4O2SSe3Te
Source: the Open Molecules 2025 dataset
Level of theory: ωB97M-V/def2-TZVPD

Output
**Expectation value of S²**: 8.805
**Highest occupied orbital energy (spin up / spin down)**: -2.533 / -5.443 eV
**Multiplicity**: 6
**Charge**: -1

Last column: natural (NBO) charge in e.
CARTESIAN COORDINATES (ANGSTROEM)
1 Ir 0.325 0.623 -0.961  0.67
2 Cl -6.308 0.805 0.638  -0.01
3 C -4.578 1.154 0.746  -0.06
4 C -3.727 0.382 -0.001  -0.17
5 C -2.361 0.651 -0.024  0.13
6 N -1.502 -0.058 -0.838  -0.45
7 C -1.871 -1.108 -1.661  0.52
8 O -3.050 -1.376 -2.030  -0.63
9 C -0.739 -1.795 -2.226  -0.02
10 C -0.806 -3.017 -2.851  -0.19
11 C 0.381 -3.691 -3.146  -0.22
12 C 1.573 -3.085 -2.795  -0.35
13 C 1.573 -1.839 -2.218  0.07
14 N 0.440 -1.259 -1.842  -0.50
15 C -1.797 1.769 0.666  0.20
16 C -2.638 2.374 1.657  -0.25
17 C -4.019 2.170 1.585  -0.08
18 Cl -5.115 3.132 2.424  0.04
19 N -0.443 1.937 0.367  -0.60
20 C -0.126 3.347 0.647  0.68
21 O -0.940 4.218 0.480  -0.56
22 C 1.203 3.607 1.200  0.06
23 C 1.399 4.882 1.770  -0.19
24 C 2.533 5.159 2.532  -0.19
25 C 3.466 4.144 2.619  -0.24
26 C 3.239 2.930 1.966  0.04
27 N 2.116 2.647 1.297  -0.37
28 H -4.148 -0.503 -0.421  0.27
29 H -1.732 -3.506 -3.107  0.23
30 H 0.336 -4.697 -3.636  0.21
31 H 2.498 -3.584 -3.086  0.21
32 H 2.492 -1.282 -2.013  0.21
33 H -2.240 3.243 2.198  0.24
34 H 0.541 5.536 1.612  0.24
35 H 2.687 6.160 2.850  0.22
36 H 4.287 4.194 3.312  0.21
37 H 4.042 2.156 1.903  0.21
38 Se -0.515 1.917 -2.859  0.13
39 Se 0.771 1.155 -4.724  -0.26
40 Te 3.016 1.689 -3.530  0.18
41 Se 2.802 1.059 -1.185  -0.21
42 F 0.371 -6.310 0.862  -0.31
43 C 0.478 -4.939 1.048  0.26
44 C 1.729 -4.313 1.118  0.26
45 F 2.789 -5.101 1.146  -0.29
46 C 1.827 -2.922 1.045  0.38
47 F 3.045 -2.344 1.102  -0.31
48 C 0.683 -2.111 1.007  -0.31
49 S 0.828 -0.404 1.156  -0.08
50 C -0.575 -2.787 1.049  0.34
51 F -1.734 -2.023 1.150  -0.31
52 C -0.650 -4.195 1.043  0.27
53 F -1.854 -4.789 0.959  -0.29

Record 2
Formula: C4H7NO2
Source: the Open Molecules 2025 dataset
Level of theory: ωB97M-V/def2-TZVPD

Output
**Highest occupied orbital energy**: -9.829 eV
**Structure (SMILES)**: CC(=O)CNC=O

Last column: natural (NBO) charge in e.
CARTESIAN COORDINATES (ANGSTROEM)
1 C 1.105 1.837 -0.791  -0.73
2 C 0.584 0.783 0.159  0.58
3 C -0.040 -0.463 -0.477  -0.33
4 N -0.345 -1.488 0.482  -0.61
5 C -1.587 -1.645 1.031  0.54
6 O -1.825 -2.309 2.014  -0.59
7 O 0.652 0.894 1.361  -0.52
8 H 1.729 1.390 -1.573  0.23
9 H 1.683 2.573 -0.230  0.24
10 H 0.270 2.344 -1.289  0.24
11 H -2.372 -1.122 0.449  0.10
12 H 0.631 -0.844 -1.259  0.22
13 H -0.964 -0.168 -0.992  0.23
14 H 0.410 -1.795 1.083  0.41

Record-wise maximum force values, in eV/Å: 5.0, 0.5
Record-wise energy above the lowest of the compared OMol25 structures with the same formula, charge and spin values, in eV: 0.095, 0.664
Record-wise DFT total energy values, in eV: -290744.4385, -9846.6154